This record from the OMol25 dataset describes a molecular structure, C9H20ClSiSnV. The level of theory is ωB97M-V/def2-TZVPD.

Structure (XYZ):
```
33
Properties=species:S:1:pos:R:3:forces:R:3
H 3.203699 4.479633 -1.054681 -0.3 -0.1 0.1
H 0.679868 2.947585 2.884401 0.4 -0.3 -0.1
Sn -0.360652 1.869996 0.619432 0.5 -0.4 -0.2
C 2.104557 4.430105 -1.022515 0.4 0.9 0.7
H -0.519550 -4.102269 -0.623972 -0.2 0.1 0.0
H 3.928485 2.998462 -2.882754 -0.2 -0.2 0.0
H 1.779112 4.233130 0.007479 0.0 0.1 -0.1
Si -1.948623 -3.002580 1.081596 0.0 -0.4 -0.1
H -3.998063 -3.862903 2.207973 0.0 0.1 -0.2
H 1.436482 0.637644 -0.991584 -0.1 0.2 0.1
H 3.190207 1.358179 -2.839480 0.0 0.3 -0.1
C 0.677509 1.388379 -1.260965 0.2 1.3 -0.6
H 2.050927 2.328726 1.883422 -0.2 0.0 0.1
C 3.042312 2.404283 -3.150160 1.0 -0.5 -0.8
C -1.151929 -0.039182 1.042755 -0.5 -1.7 -0.1
H -1.611041 -4.503580 3.026399 0.2 0.1 -0.1
H -4.368898 -3.306274 0.558266 0.1 0.1 0.2
C 1.044548 2.121445 2.256669 -0.4 0.2 0.1
Cl 0.258842 4.007891 -3.858831 -0.2 0.2 -0.1
H -1.718762 -3.037575 -1.382243 0.0 -0.2 0.1
H 1.715387 5.413728 -1.331659 0.0 -0.2 0.1
C -0.960749 -3.877346 2.403889 0.2 0.0 0.2
C -1.451721 -1.236288 1.056982 0.4 1.8 0.0
C -3.779060 -3.093119 1.458394 -0.2 0.2 0.0
H 2.916858 2.431196 -4.244523 0.0 -0.1 0.3
H -4.104094 -2.123173 1.855211 -0.1 -0.2 0.0
H -2.207191 -4.641665 -0.778219 0.1 0.1 0.0
V 1.452355 3.111558 -2.295591 -1.4 -2.0 0.7
H -0.476493 -3.129058 3.043242 -0.1 -0.2 0.0
H 1.015952 1.183634 2.825586 0.1 0.3 -0.2
H -0.180444 -4.510170 1.962180 -0.1 0.1 0.1
H -0.093715 0.892471 -1.874607 0.3 0.2 0.1
C -1.566114 -3.772864 -0.582092 0.1 0.1 -0.2
```
Forces are in eV/Å.

Results
Frontier orbital gap (spin up / spin down) = 7.30 / 7.66 eV
HOMO level (spin up / spin down) = -7.96 / -9.21 eV
Relative energy (zero: lowest compared OMol25 entry of this formula, charge and spin) = 0.045 eV
Multiplicity = 3
LUMO energy (spin up / spin down) = -0.0241 / -0.0571 hartree
Charge = 0

---

This record from the OMol25 dataset describes 5 unconnected molecules or ions with the total composition C16H36ClN5O7P2S. The level of theory is ωB97M-V/def2-TZVPD.

Structure (XYZ):
```
68
Properties=species:S:1:pos:R:3:forces:R:3
N 0.441830 -2.792521 -3.721751 -0.8 0.3 0.7
H 0.877606 4.995136 -7.399894 -0.1 0.2 0.0
P -1.102132 -0.170889 -1.983243 -1.4 -0.3 -0.5
H 1.154746 -0.654041 -1.133900 -0.2 0.2 0.1
C 2.482935 -0.678829 5.001202 0.0 0.0 0.0
C 1.544766 -0.382659 -3.181955 -0.2 0.2 -0.7
H -0.530951 0.004073 0.092918 -0.2 0.7 0.3
Cl -1.012539 1.812078 -2.688863 0.5 -0.3 0.2
H -4.495401 -2.345773 2.047133 0.0 -0.1 0.0
H -2.634042 -5.432444 1.833427 0.0 0.0 -0.1
C -3.218198 -4.517406 1.795776 0.0 -0.1 0.0
C 1.189669 4.550985 -3.731018 0.0 0.0 0.1
H 1.143702 4.107527 -2.740323 0.0 -0.1 -0.1
H -5.987008 -2.134743 1.112128 0.0 0.1 0.2
H 2.283696 -2.665690 6.540207 0.0 0.0 0.0
H 1.135452 5.870853 -5.880513 0.0 0.0 0.0
H 1.522416 1.355382 2.737423 -0.1 0.0 -0.1
C 0.741258 -2.359045 -2.326815 -0.1 -0.6 -0.2
H 1.236342 -3.283115 -4.110291 -0.1 -0.1 0.0
O -3.519369 -5.141755 -0.496722 0.1 0.1 0.2
N 0.524990 -1.560245 6.186957 0.2 0.1 -0.1
H 1.784521 5.464127 -3.676990 -0.1 0.1 -0.1
C 1.014778 -0.612725 5.346513 -0.2 0.1 0.0
H 0.149778 2.201645 3.443309 0.1 0.0 0.1
H 2.724641 0.136793 4.326736 -0.1 0.0 0.0
O 2.627095 -1.345883 -3.115506 1.0 0.7 0.2
S 0.518314 -5.332889 -1.392359 -0.3 0.0 -0.1
H 1.138368 -0.478519 -4.186640 -0.5 -0.1 0.1
C 1.828687 3.564411 -4.678643 0.1 -0.2 0.0
H 1.152772 -2.564415 7.901239 0.1 -0.1 0.0
O 2.208432 2.462911 -4.312448 0.0 0.1 0.0
C 0.959651 2.281210 2.721177 0.0 0.1 -0.2
C -0.681306 4.658370 2.047209 -0.1 0.0 -0.4
N -0.328676 3.609232 1.109678 0.1 -0.1 0.1
H -4.527866 -1.227373 0.672352 0.0 0.1 0.2
H 2.715625 -1.621230 4.503919 0.1 0.0 0.1
O 3.023620 -3.052732 -1.734240 3.5 -3.0 2.2
C -3.752209 -4.339515 0.395652 -0.1 -0.2 -0.4
P -0.191813 -3.525205 -1.230420 1.6 -1.4 0.1
C 0.412069 2.498585 1.335280 0.0 0.0 0.0
O 0.615058 1.707264 0.420569 0.2 -0.2 0.0
H 0.174467 4.785196 -4.054663 0.0 0.1 0.0
H 1.866555 0.652335 -3.124446 0.6 -0.2 0.5
H -0.018394 -3.102275 0.109666 -0.5 0.6 -0.3
N 1.973798 3.941278 -5.976200 -0.1 0.1 0.2
H 1.626724 3.100487 2.996635 -0.1 0.0 0.1
H -0.300626 5.612480 1.678279 0.0 0.1 0.2
H -1.541797 -3.428347 -1.643164 0.1 0.5 0.3
O -1.382210 0.020622 -0.380527 0.9 -0.8 -0.6
C 1.589342 5.195048 -6.597075 0.2 -0.4 -0.2
H 2.473647 5.669990 -7.025629 -0.1 0.2 0.0
H -0.323199 -3.458206 -3.679692 0.0 0.0 -0.4
C -4.897988 -2.180632 1.053591 -0.1 0.0 -0.5
O 0.277144 0.253046 4.896763 0.1 -0.1 0.1
H 2.406875 3.235954 -6.551840 0.0 0.0 0.0
C 2.304265 -2.378251 -2.304198 -4.2 2.9 -1.6
H 0.779558 -3.602347 6.513672 0.2 -0.1 0.0
H -0.460051 -1.457712 6.375313 0.0 0.0 0.0
H 3.090641 -0.576431 5.900989 0.1 -0.1 0.0
H -1.768118 4.721762 2.121766 0.0 0.1 0.2
H -2.572845 -3.680051 2.067247 -0.1 0.0 0.1
H -4.039065 -4.597752 2.509701 0.1 0.1 0.1
H -0.661590 3.682752 0.159550 0.0 0.0 0.0
H -0.268114 4.467145 3.031502 0.0 -0.1 0.0
N -4.513195 -3.241716 0.140484 0.1 0.0 0.3
C 0.610569 -0.847129 -2.069009 0.2 0.7 -0.3
C 1.235288 -2.658636 6.817252 -0.5 0.1 0.1
H -4.832990 -3.189553 -0.814239 0.0 0.0 0.0
```
Forces are in eV/Å.

Results
Frontier orbital gap = 8.42 eV
HOMO level = -8.07 eV
LUMO energy = 0.0126 hartree
SMILES = N[C@@]1([PH2]=S)C(=O)OC[C@H]1P(O)Cl.CNC(C)=O.CNC(C)=O.CNC(C)=O.CNC(C)=O
Charge = 0

---

This record from the OMol25 dataset describes CH6NOP in the gas phase. The level of theory is ωB97M-V/def2-TZVPD.

Structure (XYZ):
```
10
Properties=species:S:1:pos:R:3:forces:R:3
H -2.425040 0.026164 0.897157 1.7 1.0 -1.1
N 1.520251 0.978231 0.187761 -4.3 -1.9 1.1
H -1.048655 1.199052 0.025469 0.0 1.2 1.7
H 2.435645 1.063005 -0.007567 4.0 0.8 -0.9
H -1.960877 0.314143 -0.948690 0.1 -1.2 1.8
P 1.023395 -0.496641 0.010266 -0.2 -0.3 -1.8
H 1.477085 -1.615659 0.796953 0.2 0.6 -0.5
H 1.069746 -0.982870 -1.447385 0.3 0.3 1.8
C -1.584541 0.285544 0.159273 0.0 -1.9 -2.3
O -0.507008 -0.770969 0.326761 -1.8 1.4 0.2
```
Forces are in eV/Å.

Results
Frontier orbital gap = 10.04 eV
HOMO level = -9.09 eV
Relative energy (zero: lowest compared OMol25 entry of this formula, charge and spin) = 2.613 eV
LUMO energy = 0.0349 hartree
SMILES = CO[PH2]=N
Charge = 0

---

This record from the OMol25 dataset describes a molecular structure, C16H43CaClO6Si2. The level of theory is ωB97M-V/def2-TZVPD.

Structure (XYZ):
```
69
Properties=species:S:1:pos:R:3:forces:R:3
H 1.327346 -2.140757 3.004020 0.2 0.0 -0.3
H 2.267897 2.100618 -0.995426 -0.2 -0.3 0.3
C -0.515094 -0.783191 -0.241841 3.4 -1.1 -1.0
C 2.166964 2.265704 0.081414 0.0 -1.5 0.9
C 3.482845 1.396757 2.748059 0.2 0.5 0.5
H -5.837036 1.649418 0.911751 0.0 -0.3 0.1
H -4.319579 0.853869 1.344498 -0.4 0.1 -0.4
H -5.251834 3.770344 -0.338117 0.0 0.1 -0.2
H 0.562395 -3.627389 -2.776260 0.3 0.1 0.3
H -2.114251 -2.647028 -2.100605 0.0 0.0 -0.3
H 1.798156 0.065075 2.598712 0.0 0.6 -0.1
C -2.675430 1.285902 -1.282277 -0.7 0.0 0.0
O -2.740135 -0.184335 3.855540 0.8 -0.2 -0.3
C -1.660817 -1.806638 -2.651823 0.6 0.0 -0.4
H 5.775141 -0.940953 -0.432593 0.0 -0.1 0.1
H -2.258735 1.296676 -2.301110 -0.3 0.0 0.1
H -4.156387 3.867218 -1.739096 -0.3 -0.1 0.1
O -1.993710 0.668294 1.732914 0.3 -1.3 2.2
H 0.061132 2.434305 0.498916 0.0 -0.1 0.0
C 0.932902 -3.068187 -1.895370 0.2 -0.5 -0.4
H 1.087472 3.565263 1.401495 -0.1 0.1 0.2
Cl -1.732206 -0.332000 2.845938 -0.5 0.6 -1.7
C 2.319685 -2.527991 2.731224 -0.1 0.4 0.3
H -6.174778 1.124798 -2.898842 0.1 -0.2 0.0
H 3.844069 2.375318 2.419738 0.0 -0.2 0.0
H 3.441511 -3.242570 1.009771 -0.2 0.3 0.0
H -1.441593 -2.089710 -3.677749 -0.7 -0.3 -0.4
H 3.366154 -0.344230 -1.087509 0.0 -0.2 0.0
O -0.391951 -0.141455 3.344210 -0.7 -0.3 0.0
H 3.083987 2.733525 0.456708 -0.1 -0.1 -0.2
C 0.949119 3.063070 0.452327 -0.2 0.4 -0.4
H 1.824352 0.296217 -2.425877 -0.3 -0.2 0.0
H 0.703100 -3.680631 -1.009996 -0.1 0.2 -0.3
H 0.770094 3.831075 -0.301053 0.0 0.0 0.0
H -5.865774 3.427158 -1.975359 0.0 0.2 0.1
H -0.156903 -1.380249 0.585347 0.4 -0.4 0.4
H 5.102884 -1.796725 0.986215 0.1 0.3 -0.2
C -5.103933 0.908963 0.562787 -0.1 0.0 0.4
H -5.632453 -0.054465 0.494541 0.1 0.1 0.1
C 2.126822 1.044254 2.213289 -0.9 -0.2 -0.8
H 0.254275 0.686762 -3.149477 0.2 -0.2 0.1
H 2.600723 -0.438105 0.916444 -1.1 -0.2 -0.3
O 2.026761 0.903648 0.754598 1.4 2.0 0.3
C 2.501241 -2.729963 1.246277 -0.2 0.7 0.0
O 2.549197 -1.373894 0.500824 1.4 -2.1 -0.7
C 3.678546 -1.215840 -0.509202 -1.2 -0.3 0.5
H 1.261099 -0.593022 -3.856221 0.0 0.2 0.1
H 2.030249 -3.017935 -1.991603 -0.4 0.0 0.0
C -5.004765 3.320143 -1.306898 -0.3 0.4 0.0
H -4.688216 0.223100 -3.248575 -0.1 0.0 0.1
H 1.651140 -3.293671 0.831251 0.4 0.6 -0.2
H 4.258387 0.650498 2.583186 -0.1 -0.1 -0.2
Si 0.017361 -1.413884 -1.874109 -0.8 0.8 1.5
H -2.297763 -0.908726 -2.611189 0.2 -0.3 -0.2
Ca -2.609948 -0.827766 0.045098 -2.3 0.5 -0.2
O -1.839933 -1.677868 2.192826 -0.2 1.2 1.2
H 1.361801 1.779853 2.451106 0.1 -0.2 0.6
H -5.849295 -0.397015 -2.048752 0.1 0.1 -0.1
H 4.905102 -0.029818 0.792353 -0.1 -0.2 -0.1
C 4.929921 -0.987061 0.262426 0.8 0.0 0.0
H 3.662883 -2.109052 -1.138313 0.0 0.2 0.2
C 0.937514 -0.142166 -2.906126 0.0 0.0 -0.7
Si -4.500619 1.522555 -1.128708 1.8 0.3 -0.4
H -0.222923 0.223872 -0.028912 0.1 0.6 0.0
H 2.409917 -3.496646 3.233238 0.1 0.1 -0.2
H -2.060874 1.989624 -0.693380 -0.3 -0.2 0.1
H 3.082858 -1.855098 3.150529 -0.1 -0.3 -0.1
H 3.365305 1.459542 3.830995 0.1 0.1 0.1
C -5.381372 0.512615 -2.448195 -0.3 -0.1 -0.3
```
Forces are in eV/Å.

Results
Frontier orbital gap = 5.72 eV
HOMO level = -5.67 eV
LUMO energy = 0.0019 hartree
Charge = 0